1.
{"formula": "C24H12Cl5N5Ti", "method": "ωB97M-V/def2-TZVPD", "symbols": ["Ti", "C", "C", "C", "C", "N", "C", "N", "C", "N", "C", "N", "C", "C", "C", "C", "C", "N", "C", "C", "C", "C", "C", "C", "H", "H", "H", "H", "H", "H", "H", "H", "H", "H", "H", "H", "Cl", "C", "C", "C", "Cl", "C", "Cl", "C", "Cl", "C", "Cl"], "positions_angstrom": [[0.99074, -0.46974, -0.05131], [2.36711, -0.74864, -4.07612], [1.16198, -0.85648, -4.78150], [-0.01808, -0.53575, -4.16086], [-0.01725, -0.11177, -2.82180], [1.14717, -0.11274, -2.11888], [2.30891, -0.38769, -2.76029], [-1.21106, 0.36731, -2.33564], [-1.33085, 0.91816, -1.17981], [-0.39680, 0.89516, -0.16121], [-0.76189, 1.80427, 0.81607], [-0.06685, 2.17774, 1.82724], [1.21232, 1.75166, 2.08604], [1.83985, 2.34486, 3.19246], [3.12017, 1.99480, 3.53857], [3.80017, 1.04015, 2.77766], [3.14382, 0.48789, 1.71386], [1.87740, 0.81609, 1.36153], [-2.09760, 2.32042, 0.47431], [-2.92392, 3.21176, 1.12916], [-4.14028, 3.51253, 0.52707], [-4.50103, 2.94890, -0.69581], [-3.65673, 2.06618, -1.35953], [-2.45794, 1.75765, -0.74776], [3.31808, -0.95707, -4.54293], [1.16517, -1.17163, -5.81627], [-0.96671, -0.55971, -4.67592], [3.21276, -0.32753, -2.16256], [1.27303, 3.07527, 3.74987], [3.59838, 2.45048, 4.39500], [4.80790, 0.73387, 3.01487], [3.62942, -0.27253, 1.10704], [-2.63222, 3.65246, 2.07253], [-4.82062, 4.19891, 1.01266], [-5.45442, 3.20856, -1.13554], [-3.92413, 1.63319, -2.31361], [1.63035, -3.38303, -1.42863], [0.61945, -3.55430, -0.01576], [0.31426, -2.39243, 0.66895], [-0.46105, -2.52137, 1.81037], [-0.81013, -1.06659, 2.69797], [-0.94010, -3.74691, 2.25681], [-1.90127, -3.85326, 3.67010], [-0.62012, -4.89705, 1.52680], [-1.19249, -6.42146, 2.04574], [0.17537, -4.80850, 0.37951], [0.58973, -6.21210, -0.51045]], "mulliken_charge": [-0.02, -0.74, -0.34, -0.54, 0.58, -0.01, -0.19, -0.51, -0.10, 0.34, -0.20, -0.43, 0.31, -0.57, -0.33, -0.96, -0.01, 0.19, 0.36, -0.24, -0.63, -0.57, -0.22, 0.10, 0.44, 0.44, 0.50, 0.39, 0.50, 0.43, 0.42, 0.45, 0.54, 0.42, 0.42, 0.53, -0.23, 1.53, -1.33, 1.29, -0.17, -0.67, -0.16, 0.92, -0.15, -0.65, -0.17], "multiplicity": 2, "de_lowest_kcal_mol": 8.4, "gap_ev": [7.499, 7.521], "s_squared": 0.7538, "lumo_energy_ev": [-4.13, -4.11], "total_charge": 1}

2.
{"formula": "C24H15Br2MoN3O5", "method": "ωB97M-V/def2-TZVPD", "symbols": ["Mo", "C", "C", "C", "C", "C", "C", "N", "N", "C", "C", "C", "C", "C", "C", "H", "H", "H", "H", "H", "H", "H", "H", "H", "C", "C", "C", "C", "C", "C", "Br", "C", "C", "Br", "C", "O", "C", "N", "H", "H", "H", "H", "H", "H", "O", "C", "O", "C", "O", "O"], "positions_angstrom": [[0.18194, 0.03613, 0.10277], [2.36781, -3.83405, 2.33617], [1.16141, -3.18629, 2.53080], [1.05646, -1.82638, 2.25420], [2.18424, -1.15444, 1.76390], [3.39906, -1.79715, 1.55240], [3.48630, -3.13828, 1.86438], [1.95104, 0.14874, 1.28423], [2.74544, 1.09610, 1.32174], [2.26207, 2.15380, 0.56071], [2.95137, 3.34722, 0.49982], [2.41980, 4.37904, -0.27678], [1.24407, 4.18364, -0.97585], [0.55976, 2.95716, -0.92484], [1.05956, 1.92834, -0.15526], [2.45492, -4.88692, 2.56732], [0.31468, -3.72100, 2.93892], [0.17076, -1.27580, 2.54915], [4.23585, -1.25056, 1.13807], [4.42521, -3.65784, 1.72974], [3.88273, 3.45907, 1.03908], [2.93524, 5.32747, -0.33651], [0.83760, 4.98361, -1.58020], [-0.35701, 2.84131, -1.48751], [-1.53984, -2.67011, -1.64304], [-2.28340, -2.12828, -0.46708], [-3.55227, -2.65132, -0.17147], [-4.26830, -2.22998, 0.91801], [-3.72153, -1.24881, 1.76150], [-4.31877, -0.72558, 2.94649], [-5.99023, -1.35253, 3.49879], [-3.68298, 0.23114, 3.69721], [-2.43054, 0.73343, 3.30178], [-1.56425, 2.03926, 4.30811], [-1.85688, 0.25856, 2.14670], [-0.70083, 0.70018, 1.61683], [-2.46951, -0.74405, 1.39031], [-1.75003, -1.16856, 0.30629], [-1.97828, -3.61484, -1.95403], [-0.49382, -2.85354, -1.40815], [-1.62059, -1.99377, -2.49792], [-3.95198, -3.41483, -0.82328], [-5.24238, -2.64948, 1.13292], [-4.14323, 0.61418, 4.59699], [1.57727, -1.77190, -3.12513], [1.01754, -1.07688, -2.37549], [1.14189, -1.12805, -0.97876], [0.00962, 0.07002, -2.71943], [-0.18892, 0.49234, -3.79326], [-0.60083, 0.46408, -1.55676]], "mulliken_charge": [-0.56, -0.50, -0.81, 0.18, 0.63, -0.68, -0.62, 1.40, -1.31, 0.74, -0.41, -0.55, -0.87, -0.06, 1.14, 0.45, 0.49, 0.51, 0.51, 0.43, 0.53, 0.44, 0.46, 0.60, -1.54, 0.90, -1.02, -0.78, 0.38, -0.09, -0.10, -0.28, -0.46, -0.06, 0.53, -0.35, 0.41, 0.52, 0.55, 0.27, 0.22, 0.52, 0.42, 0.47, -0.38, 0.49, -0.31, 0.49, -0.39, -0.55], "multiplicity": 1, "de_lowest_kcal_mol": 0.0, "gap_ev": 5.263, "lumo_energy_ev": -9.29, "total_charge": 2}

3.
{"formula": "C24H15Br4MnN2O2", "method": "ωB97M-V/def2-TZVPD", "symbols": ["Mn", "Br", "C", "C", "Br", "C", "Br", "C", "O", "C", "O", "C", "Br", "N", "C", "C", "C", "C", "C", "C", "C", "C", "C", "C", "C", "C", "C", "H", "H", "H", "H", "H", "H", "H", "H", "H", "H", "C", "C", "C", "N", "C", "C", "H", "H", "H", "H", "H"], "positions_angstrom": [[0.73037, -0.63825, -0.58846], [7.69886, -0.89039, -0.47556], [5.90984, -0.29318, -0.65373], [5.64302, 1.00474, -1.05641], [7.05028, 2.20942, -1.44646], [4.30979, 1.42274, -1.17896], [3.85675, 3.17387, -1.74680], [3.24165, 0.57811, -0.89963], [1.98809, 0.94431, -1.00964], [3.51588, -0.77594, -0.49214], [2.50712, -1.56761, -0.25463], [4.84842, -1.16793, -0.37903], [5.14936, -2.95907, 0.15413], [-0.88292, -0.69255, 0.59447], [-1.61093, -0.13485, 1.44799], [-1.13778, 1.05039, 2.26360], [-0.21567, 1.93863, 1.70903], [0.29746, 2.98754, 2.45352], [-0.09628, 3.16478, 3.77426], [-1.00808, 2.28696, 4.33928], [-1.52980, 1.24210, 3.58688], [-2.99596, -0.64657, 1.72928], [-3.25139, -2.01240, 1.62195], [-4.52798, -2.51423, 1.81355], [-5.58161, -1.65343, 2.09942], [-5.34176, -0.29127, 2.19763], [-4.05670, 0.20701, 2.02461], [0.11594, 1.78933, 0.68934], [1.01584, 3.66021, 2.00139], [0.31022, 3.98047, 4.35977], [-1.31098, 2.40923, 5.37251], [-2.23598, 0.55637, 4.03972], [-2.42131, -2.66116, 1.37287], [-4.70742, -3.58018, 1.73813], [-6.58195, -2.04293, 2.24435], [-6.15782, 0.38898, 2.41095], [-3.87884, 1.27230, 2.10747], [-0.00301, -1.18319, -5.53840], [-0.67529, -2.02800, -4.66799], [-0.50033, -1.85477, -3.30899], [0.29040, -0.91416, -2.78688], [0.93898, -0.09947, -3.62927], [0.81577, -0.20298, -5.00341], [-0.11481, -1.28971, -6.60950], [-1.32603, -2.80956, -5.03493], [-1.01394, -2.48590, -2.59309], [1.56842, 0.64365, -3.15135], [1.36210, 0.47853, -5.64085]], "mulliken_charge": [0.69, -0.20, 0.15, 0.20, -0.21, -0.25, -0.18, 0.78, -0.79, 0.78, -1.00, -0.28, -0.17, -0.71, -0.28, 0.74, -0.52, -0.82, -0.35, -0.73, -0.07, 0.38, -0.50, -0.53, -0.38, -0.67, -0.19, 0.37, 0.43, 0.37, 0.36, 0.45, 0.40, 0.37, 0.36, 0.36, 0.45, -0.06, -0.71, -0.03, -0.08, -0.18, -0.89, 0.38, 0.37, 0.42, 0.57, 0.39], "multiplicity": 6, "gap_ev": [6.485, 6.608], "s_squared": 8.7589, "lumo_energy_ev": [2.45, 2.41], "total_charge": -1}

4.
{"formula": "C24H15N4O4PtS5", "method": "ωB97M-V/def2-TZVPD", "symbols": ["Pt", "C", "C", "C", "C", "C", "C", "C", "S", "O", "O", "N", "C", "C", "O", "O", "H", "H", "H", "H", "H", "H", "H", "H", "H", "S", "C", "N", "C", "C", "C", "C", "C", "C", "S", "H", "H", "H", "H", "S", "C", "C", "C", "C", "N", "C", "C", "C", "S", "C", "N", "H", "H"], "positions_angstrom": [[-0.67688, 0.28465, 0.25213], [-1.13033, -0.63126, -7.03692], [-1.67872, -0.48253, -5.64592], [-1.14498, 0.46281, -4.77390], [-1.60473, 0.57500, -3.47505], [-2.61307, -0.27152, -3.03684], [-3.17347, -1.20544, -3.89419], [-2.70569, -1.30370, -5.19426], [-3.18514, -0.17901, -1.36263], [-4.44516, -0.86477, -1.32275], [-3.11293, 1.21287, -0.97300], [-2.13112, -0.98042, -0.39401], [-1.48753, -2.14521, -1.00155], [-0.18154, -1.72231, -1.73530], [0.28460, -2.35074, -2.66236], [0.31093, -0.59139, -1.29923], [-0.79956, 0.32787, -7.43525], [-1.87597, -1.04825, -7.71374], [-0.26901, -1.30266, -7.03394], [-0.34631, 1.11197, -5.11139], [-1.18036, 1.31505, -2.81129], [-3.97058, -1.84229, -3.53545], [-3.13892, -2.03623, -5.86482], [-2.16210, -2.66317, -1.68416], [-1.21125, -2.82680, -0.19715], [2.59693, 0.22323, 0.81862], [1.92463, 1.69968, 0.49926], [0.62720, 1.92523, 0.19109], [0.31190, 3.26669, 0.03207], [-0.93692, 3.78038, -0.31183], [-1.07012, 5.14963, -0.46305], [0.01711, 6.00521, -0.29335], [1.26597, 5.49713, 0.02620], [1.40421, 4.12726, 0.18508], [2.83235, 3.20128, 0.54952], [-1.77820, 3.11343, -0.45227], [-2.03717, 5.55954, -0.72439], [-0.11068, 7.07227, -0.42043], [2.11767, 6.15404, 0.14729], [-0.42441, -1.26286, 1.92396], [-2.06661, -1.24280, 2.55247], [-2.70753, -2.36973, 3.03204], [-3.97361, -2.24992, 3.59921], [-4.62178, -3.41964, 4.11279], [-5.11650, -4.37160, 4.52562], [-4.60180, -0.99790, 3.65306], [-3.96436, 0.13046, 3.14655], [-2.69780, 0.01476, 2.59942], [-1.79442, 1.37274, 1.95453], [-5.91110, -0.86632, 4.22196], [-6.95477, -0.75721, 4.69062], [-2.23150, -3.33960, 2.97854], [-4.46631, 1.08793, 3.16631]], "mulliken_charge": [1.56, -1.48, 0.99, -0.89, -0.33, 0.17, -0.44, -0.76, 1.20, -0.77, -0.63, -0.43, -0.79, 0.79, -0.73, -0.65, 0.38, 0.37, 0.28, 0.37, 0.32, 0.51, 0.35, 0.40, 0.30, -0.35, 0.24, 0.31, -0.17, -0.06, -1.01, -0.51, -0.42, 0.57, -0.29, 0.39, 0.41, 0.36, 0.37, -0.31, 0.45, -1.05, 0.63, -0.20, -0.53, 0.64, -0.87, 0.48, -0.49, -0.18, -0.54, 0.53, 0.51], "multiplicity": 1, "de_lowest_kcal_mol": 38.1, "gap_ev": [5.605, 5.606], "lumo_energy_ev": [0.35, 0.35], "total_charge": -1}